Entry 1:
The following is a DFT calculation (ωB97M-V with the def2-TZVPD basis set) of 6 unconnected molecules or ions with the total composition C18H32F3NO14 at a distorted geometry.

XYZ file:
```
68
Properties=species:S:1:pos:R:3:mulliken_charge:R:1
C 0.80873 2.10795 -3.81197 -1.1150
C 2.06728 1.41172 -4.35765 -0.3569
O 2.46350 0.47194 -3.34788 -0.2330
C 3.29122 0.84139 -2.37394 0.4382
O 3.56628 1.94816 -2.03380 -0.5637
C 3.83126 -0.38992 -1.61491 0.8299
F 3.46308 -0.21095 -0.34416 -0.2458
F 3.33965 -1.52940 -2.04706 -0.2247
F 5.15384 -0.40591 -1.69149 -0.2793
H 0.10500 1.41640 -3.34506 0.1999
H 0.18059 2.53303 -4.60070 0.4213
H 1.04051 2.87431 -3.07377 0.3636
H 2.81296 2.17992 -4.55751 0.4091
H 1.81772 0.86101 -5.25931 0.3474
C -1.89785 -4.32010 2.18289 -0.6748
O -1.44845 -3.87432 3.46025 -0.3411
C -0.27881 -3.28948 3.54111 0.9223
O 0.56198 -3.21520 2.67546 -0.5816
O -0.14574 -2.77921 4.76252 -0.3612
C 0.90534 -1.88836 5.10822 -0.5481
H -1.88043 -3.51014 1.45664 0.2913
H -2.89254 -4.75672 2.21006 0.2454
H -1.24156 -5.12841 1.85894 0.3152
H 0.57791 -0.86075 4.98204 0.1300
H 1.86168 -2.06746 4.61616 0.3283
H 1.08957 -2.20397 6.13683 0.3097
C -1.59826 3.44279 4.30090 -0.3811
O -2.61133 2.48037 4.02705 -0.3815
C -2.24978 1.21343 4.03442 0.8182
O -1.13218 0.80139 4.21986 -0.5778
O -3.30928 0.46639 3.75267 -0.3761
C -3.18408 -0.94462 3.69837 -0.4907
H -2.05629 4.39718 4.53416 0.2555
H -0.99853 3.51058 3.39021 0.0560
H -0.89193 3.19466 5.09377 0.2870
H -2.55392 -1.15032 2.82822 0.1260
H -4.14697 -1.43747 3.62238 0.3135
H -2.66389 -1.37220 4.55806 0.3066
C 0.36295 -2.14233 -3.29440 -0.1813
O -0.04571 -2.52874 -4.61675 -0.3693
C -0.61746 -1.64559 -5.39648 0.8321
O -0.78884 -0.47417 -5.16276 -0.5569
O -0.89142 -2.21796 -6.56426 -0.3558
C -1.42127 -1.40492 -7.57813 -0.6343
H 0.51081 -1.06517 -3.24731 -0.1194
H 1.34186 -2.55107 -3.07144 0.2361
H -0.41805 -2.44715 -2.60772 0.3408
H -1.72647 -1.98525 -8.44337 0.2349
H -0.70792 -0.65466 -7.93055 0.2791
H -2.27367 -0.81784 -7.22969 0.2807
C 2.08465 2.96778 0.88777 -0.9326
O 1.03162 2.29147 0.21812 0.1189
C -0.19248 2.76646 0.42184 0.5483
O -0.51078 3.79775 0.93974 -0.6381
O -1.05471 1.88287 -0.07965 -0.1134
C -2.41750 2.20213 0.10050 -0.6291
H 2.24799 3.99402 0.56774 0.2894
H 3.00957 2.41231 0.74093 0.2392
H 1.91252 2.91750 1.96625 0.3731
H -2.66094 3.12189 -0.43229 0.3180
H -2.69489 2.26924 1.15449 0.1496
H -3.05252 1.41671 -0.30642 0.2169
C 1.42929 -0.32589 2.19186 0.3686
C 0.84275 -0.80258 0.92612 0.2294
N 0.33545 -1.10538 -0.05427 -0.3508
H 1.93887 0.59308 1.92136 0.0425
H 2.11243 -1.08479 2.55610 0.2296
H 0.55759 -0.19741 2.83074 -0.4277
```

frontier orbital gap	11.34	eV
LUMO level	0.7	eV
SMILES	CCOC(=O)C(F)(F)F.COC(=O)OC.COC(=O)OC.COC(=O)OC.COC(=O)OC.CC#N

Entry 2:
The following is a DFT calculation (ωB97M-V with the def2-TZVPD basis set) of a molecular structure, C18H32F6NiO10S2 at a distorted geometry.

XYZ file:
```
69
Properties=species:S:1:pos:R:3:mulliken_charge:R:1
Ni 16.75249 -18.16876 -25.18000 3.1705
C 15.54610 -21.01513 -24.30793 -0.1474
O 14.81886 -21.49601 -23.15863 -0.3678
O 16.04735 -19.81463 -24.19306 -0.2244
C 16.44280 -22.14659 -24.80072 0.3141
F 16.93792 -21.90838 -26.02258 -0.0768
F 17.50148 -22.40702 -23.99905 -0.3212
F 15.76305 -23.31673 -24.85503 -0.3616
C 13.67608 -20.75525 -22.83948 0.2632
C 13.34073 -21.15000 -21.40075 -1.3651
H 12.52395 -20.63237 -20.90517 0.3562
H 13.33507 -22.24512 -21.36206 0.3880
H 14.24409 -20.98760 -20.80268 0.2350
H 12.84132 -20.98861 -23.51115 0.4386
H 13.85781 -19.67455 -22.84576 -0.1412
H 14.71545 -21.00515 -25.06595 0.1085
C 19.19081 -16.97387 -26.14978 0.1113
O 18.97606 -18.12627 -25.33069 0.6685
O 18.01120 -16.48484 -26.40267 -0.8734
C 20.19804 -15.95989 -25.49148 0.5693
F 21.48815 -16.19989 -25.86729 -0.3206
F 19.86953 -14.71267 -25.79147 -0.2698
F 20.19654 -16.03078 -24.13560 -0.2308
C 20.08318 -18.90246 -24.98317 -0.6346
C 19.71803 -20.01958 -24.01801 -0.6811
H 18.81105 -20.52880 -24.33899 -0.0825
H 20.52539 -20.74506 -23.90433 0.4778
H 19.53899 -19.58048 -23.03467 -0.0726
H 20.87599 -18.31005 -24.50836 0.3104
H 20.65014 -19.36310 -25.81476 0.2807
H 19.56409 -17.24966 -27.17472 -0.0069
O 15.22797 -16.90885 -25.41796 -0.5001
C 14.12037 -16.47813 -24.77067 0.2058
C 13.24071 -15.35908 -25.45335 -0.9169
O 13.86335 -14.30053 -25.97325 -0.9340
H 14.30304 -16.09372 -23.73102 -0.0818
H 13.30816 -17.24442 -24.59864 0.0382
H 12.43413 -15.07979 -24.71155 0.2622
H 12.67347 -15.90734 -26.26831 0.1523
C 18.45921 -21.14414 -29.74115 -0.8556
C 16.96972 -21.50629 -29.87345 -0.7338
C 16.07956 -20.60467 -29.02531 -0.5244
S 17.20925 -19.32647 -28.37692 0.8974
O 16.86559 -19.06568 -27.01274 -0.9928
O 17.39890 -18.27735 -29.32871 -0.7439
C 18.64336 -20.36117 -28.44467 -0.5770
H 18.71883 -20.46182 -30.55980 0.2880
H 19.19494 -21.93932 -29.85165 0.4293
H 16.85035 -22.53512 -29.50320 0.3272
H 16.65706 -21.70197 -30.90098 0.3397
H 15.69930 -21.08032 -28.12566 0.0897
H 15.29922 -20.02264 -29.51101 0.5845
H 18.76422 -21.04902 -27.60832 0.2523
H 19.48391 -19.66589 -28.46423 0.5267
C 15.24730 -17.88725 -20.51872 -0.7671
C 16.29293 -18.97273 -20.82520 0.1454
C 17.62784 -18.25193 -20.78575 -0.8726
S 17.29572 -16.89459 -21.93169 0.9615
O 17.45695 -17.41777 -23.25311 -0.8092
O 17.98111 -15.69896 -21.51640 -0.8270
C 15.54763 -16.74693 -21.50663 -0.0253
H 15.42739 -17.52466 -19.50473 0.3800
H 14.23777 -18.27601 -20.63254 0.4212
H 16.05542 -19.51766 -21.73968 -0.3429
H 16.33809 -19.72878 -20.03166 0.4171
H 18.45733 -18.80522 -21.21865 0.1935
H 17.83603 -17.80066 -19.81787 0.4115
H 14.91754 -16.64404 -22.39328 -0.8466
H 15.48128 -15.78790 -20.99185 0.5133
```

frontier orbital gap (alpha / beta)	2.93 / 2.93	eV
multiplicity	3
net charge	-2
LUMO level (alpha / beta)	3.9 / 3.9	eV